Entry from OMol25: a structure of composition C41H46AsBr4ClLuN2O3PS at a distorted geometry (ωB97M-V with the def2-TZVPD basis set).

Structure (XYZ):
```
101
Properties=species:S:1:pos:R:3:forces:R:3
C 2.145300 1.612900 -2.802800 0.618 0.090 0.173
C -0.315100 1.131100 2.334400 0.666 0.652 1.388
H -3.947000 2.539300 -2.659000 -0.014 0.108 0.032
C 2.883400 2.088500 -0.406300 -0.010 -0.035 0.258
O -1.114300 0.660900 1.383000 -1.627 0.671 0.726
C -2.606200 -5.162300 -2.115100 0.043 -0.057 0.023
C 0.091600 2.434800 4.359800 0.047 0.174 0.360
C 4.843100 1.313000 -3.534300 -0.408 -0.007 0.019
H -0.902100 -4.084300 -1.392400 0.020 -0.137 -0.044
H 0.052300 1.793700 -3.266700 0.043 -0.053 0.192
Br -0.614600 3.531800 5.737800 0.218 -0.171 -0.238
C 6.255800 1.053300 -3.923400 0.162 -0.015 -0.025
H 5.271900 1.677200 -1.475000 0.051 0.049 0.103
Br 3.705900 0.673800 3.259300 -0.227 -0.007 0.030
H -0.451300 -4.924900 4.432700 -0.026 0.082 -0.073
H 3.642700 -2.118700 -3.424000 0.177 -0.017 0.069
C -0.083700 -4.576000 3.465700 -0.036 0.133 -0.081
H 4.093400 1.104200 -5.534000 0.050 -0.046 -0.100
H -4.305900 1.583800 1.228800 -0.108 -0.098 -0.141
H 2.714400 1.180500 0.185500 0.074 0.212 -0.038
Lu 0.078400 -0.272900 0.110000 -1.822 -0.990 -2.919
H -6.138100 -0.612300 -1.062900 -0.130 0.114 0.085
H 0.912600 2.282600 -5.302900 -0.127 0.038 -0.081
C -2.268400 -2.799300 -2.427200 0.008 0.140 0.382
C -3.801000 -5.083000 -2.814500 -0.049 0.036 0.002
H -3.847400 -1.763700 -3.462900 0.005 0.053 -0.076
H -5.179400 -3.797500 -3.824200 -0.086 0.013 -0.059
C 2.318600 -2.910500 -4.912800 -0.103 0.039 0.112
H 1.943100 1.179300 -6.205200 -0.010 -0.011 -0.099
C -0.738100 2.008800 3.324900 -0.125 -0.008 -0.081
C 1.596800 -1.872300 -2.873800 -0.611 -0.322 -0.850
C 0.996000 -3.152800 -5.250600 -0.061 0.001 -0.041
C -4.245700 -3.858500 -3.285900 -0.124 -0.097 0.001
H -3.758400 -3.202200 2.999700 0.124 0.044 -0.016
C 4.490800 1.585300 -2.215800 -0.002 -0.020 -0.152
C -5.067200 0.981400 1.727500 0.640 0.012 0.846
H -2.502900 1.008700 -6.376900 -0.043 0.004 -0.111
C -3.491600 -2.712700 -3.085200 0.171 0.103 0.041
H -4.379600 -5.975300 -2.995300 -0.090 -0.078 0.003
C -3.331200 1.863500 -4.596700 0.014 0.019 0.033
H -1.758100 -2.098500 5.026200 0.013 -0.048 -0.037
C -2.561600 0.952000 -5.300900 -0.050 -0.061 -0.052
H 2.004800 2.725300 -0.310000 0.031 -0.014 0.062
P -1.121600 -1.386200 -2.200200 -0.360 -0.687 -1.408
Br -2.506800 2.653600 3.204800 -0.142 0.050 -0.038
C -5.403700 -0.274700 -0.332000 0.400 -0.874 -0.476
H -0.117900 -5.396700 2.743000 -0.056 0.189 0.084
C -1.911700 -0.109300 -3.244700 0.131 0.033 0.372
N -3.778500 -1.112000 1.371900 0.106 0.265 -0.090
C -1.841900 -4.027900 -1.924000 0.005 0.111 -0.059
C -4.433400 -0.268200 2.350300 0.167 0.254 -0.117
H -1.297100 -0.762600 -5.199000 0.019 -0.036 -0.053
H -0.150600 -1.563100 4.470500 -0.058 -0.014 -0.075
C 2.503800 1.423600 -4.168900 -0.125 -0.018 0.281
O 1.457000 -0.128100 1.436900 2.417 -0.414 1.373
H 0.758200 0.539400 -5.068600 -0.035 -0.060 -0.019
H 6.949000 1.408300 -3.165200 0.061 0.014 -0.017
C 1.889700 1.194900 3.363300 0.222 -0.147 -0.108
C -1.874200 -0.048100 -4.633200 0.040 0.038 0.113
H -1.612200 -0.811000 3.796100 0.006 -0.071 -0.091
H -3.888900 2.617000 -5.131200 -0.037 0.104 -0.005
H -1.050000 -2.902900 -4.687800 -0.039 -0.042 -0.039
H -6.563800 1.332800 0.314800 0.039 -0.240 0.131
C 2.618900 -2.280600 -3.717300 0.138 0.127 0.255
C 1.421500 2.026000 4.380300 0.059 0.243 0.293
H -4.145500 -2.023100 -0.463000 -0.122 0.026 -0.030
H -4.680500 0.363300 -0.842200 -0.136 0.097 0.124
H -2.948500 -0.635700 1.008500 -0.168 -0.190 0.247
C 3.172600 1.744000 -1.828100 -0.102 0.020 -0.135
As -1.208500 -3.128800 2.806200 -0.283 -0.605 0.795
H 6.494000 1.516400 -4.880400 0.026 0.014 0.019
C -2.994800 -3.926600 2.728900 0.253 0.038 0.061
O 0.278300 1.332200 -1.330200 0.279 0.511 -0.601
H -2.597800 0.837000 -1.445500 -0.074 0.091 -0.150
H -5.439500 -2.167200 0.729100 -0.023 0.019 -0.091
N -6.071300 0.530800 0.725200 -0.420 0.260 0.021
C -0.020200 -2.703300 -4.427400 0.175 0.000 0.055
C 3.830400 1.264400 -4.498300 0.001 0.034 0.091
S -0.575000 -2.677000 0.851600 -0.152 -0.587 -0.137
Br 2.581900 2.601400 5.767600 -0.238 -0.155 -0.345
H 3.734100 2.603300 0.036900 0.019 -0.020 -0.001
H 6.405800 -0.023100 -4.039200 0.040 0.004 -0.004
H -6.765500 -0.054200 1.210400 0.036 0.218 -0.215
H -3.025500 -4.774200 3.413600 0.047 0.041 0.017
H 0.753800 -3.702000 -6.147600 -0.003 0.003 -0.103
H -3.701300 0.048400 3.090600 -0.124 0.091 0.033
Cl 2.013500 -1.259800 -1.307200 1.391 -0.502 -0.209
C -1.185100 -1.739800 4.171000 0.091 -0.121 -0.280
C 0.257400 -2.023800 -3.239300 0.032 0.151 0.234
C 0.765500 1.598600 -2.449900 -0.266 0.111 -0.358
H 3.117400 -3.241000 -5.559200 0.067 -0.017 -0.022
H -2.263800 -6.109800 -1.728000 0.036 -0.108 0.000
H -3.169900 -4.276400 1.710100 0.105 0.087 0.078
C -3.367200 1.812900 -3.210100 -0.077 0.091 0.043
C 1.467200 1.346900 -5.244300 -0.033 0.041 -0.133
C 1.044700 0.707000 2.367300 -0.267 1.064 1.332
H -5.209700 -0.847100 2.863700 -0.006 -0.035 0.044
C -4.691300 -1.480900 0.312400 -0.004 0.126 -0.110
H -5.527300 1.602900 2.496000 -0.275 -0.048 -0.162
C -2.639700 0.847600 -2.536100 0.095 -0.143 0.018
H 0.950000 -4.238800 3.568000 -0.164 0.070 -0.055
```
Positions in Å, forces in eV/Å.

Values from the calculation:
Highest occupied orbital energy   -11.789 eV
Charge   +2



Entry from OMol25: a structure of composition C6H10O (ωB97M-V with the def2-TZVPD basis set).

Structure (XYZ):
```
17
Properties=species:S:1:pos:R:3:forces:R:3
C -1.403679 -1.148173 -0.091009 -0.211 -0.022 0.029
O -0.017858 -1.365708 -0.131648 0.026 -0.030 -0.181
C 2.005144 -0.336035 -0.874259 0.285 0.187 0.118
H 0.808643 -1.096163 -1.007183 -0.285 -0.078 0.247
C -0.903841 1.084328 0.969652 -0.155 -0.101 -0.020
H -2.772207 0.157958 1.047588 0.152 0.011 -0.058
C -1.744900 0.091860 0.691646 0.120 0.108 0.051
H 2.858017 -1.008814 -0.839110 -0.133 0.072 -0.006
H 0.528053 1.754709 -0.466547 0.011 -0.088 0.122
H 2.045337 0.445621 -1.631260 -0.036 -0.100 0.122
H 1.087775 1.839743 1.192603 -0.076 -0.097 -0.076
H -1.907513 -2.013604 0.367332 0.056 0.135 -0.062
H -1.813102 -1.051919 -1.109543 0.056 -0.012 0.123
H -1.277095 1.936346 1.534561 0.033 -0.128 -0.066
C 1.315158 -0.057406 0.324327 0.181 0.118 -0.130
H 1.579423 -0.573496 1.243840 -0.049 0.060 -0.150
C 0.526455 1.210745 0.488465 0.024 -0.035 -0.062
```
Positions in Å, forces in eV/Å.

Values from the calculation:
Highest occupied orbital energy   -8.571 eV
Charge   0



Entry from OMol25: a cluster of 2 separate species, C3H7N3O2 in total at a distorted geometry (ωB97M-V with the def2-TZVPD basis set).

Structure (XYZ):
```
15
Properties=species:S:1:pos:R:3:forces:R:3
C 0.373450 -1.744334 1.871445 -0.096 -1.288 -0.909
H -2.101679 -0.323820 -1.319089 0.111 0.967 -0.154
H -0.300543 -1.398060 2.651184 -0.032 0.330 -0.104
H 0.769423 2.606352 -2.505589 -0.111 -0.188 0.267
O -0.069179 1.127411 -1.525615 -0.198 0.264 -0.112
H 1.238562 -2.317474 2.227908 0.073 0.365 -0.167
C 0.065466 0.843538 -0.222342 0.890 -0.854 -0.583
N -2.236346 -0.074733 -0.339999 -0.026 -1.211 0.367
H -1.189565 0.205608 1.412647 -0.165 0.122 -0.911
H 1.765084 1.850117 -1.410803 -0.282 0.031 -0.093
N 1.075737 1.698860 -2.155402 0.403 -0.071 0.057
H 0.677900 -2.017233 -0.040121 0.269 -0.305 0.253
N 0.022956 -1.661546 0.650396 0.688 -0.195 1.254
C -1.160370 0.129069 0.296476 -1.152 1.786 0.833
O 1.069104 1.076244 0.408901 -0.371 0.246 0.004
```
Positions in Å, forces in eV/Å.

Values from the calculation:
SMILES string   [H]/N=C\C(=O)ON.C=N
Highest occupied orbital energy   -9.088 eV
Charge   0



Entry from OMol25: the ion C4H9FN with charge +1 at a distorted geometry (ωB97M-V with the def2-TZVPD basis set).

Structure (XYZ):
```
15
Properties=species:S:1:pos:R:3:forces:R:3
H 1.139910 1.289470 0.931458 -0.270 -0.101 -0.688
H -1.663892 1.750079 -0.845838 0.179 -0.092 0.069
H -2.605392 1.253967 0.456912 0.689 -0.016 0.737
H 0.983786 -2.041217 0.973818 -0.401 0.153 -0.971
H -0.166937 -2.357183 -0.413922 0.279 -0.063 0.240
C 0.677409 -1.763690 -0.073040 1.815 -1.573 0.031
N 0.340913 -0.366128 -0.102771 -5.585 0.768 -0.039
C 1.309038 0.664734 0.030477 -0.114 2.728 -1.525
C -1.011405 -0.053499 -0.103586 5.535 -0.370 1.345
H -0.803166 1.889116 0.605805 0.026 0.511 1.026
H 2.259950 0.251078 0.223878 1.102 -0.650 -0.325
H 1.294388 1.294160 -0.973589 0.394 -1.038 2.290
C -1.548364 1.280079 0.153915 -1.051 -0.227 -2.510
H 1.545565 -2.014517 -0.751614 -0.897 0.616 0.692
F -1.751801 -1.076453 -0.111903 -1.703 -0.646 -0.371
```
Positions in Å, forces in eV/Å.

Values from the calculation:
SMILES string   CC(F)=[N+](C)C
Highest occupied orbital energy   -15.623 eV
Charge   +1



Entry from OMol25: a structure of composition C35H35Br2N6O4S3Ti at a distorted geometry (ωB97M-V with the def2-TZVPD basis set).

Structure (XYZ):
```
86
Properties=species:S:1:pos:R:3:forces:R:3
C 0.117863 -4.540539 -3.045524 -0.080 -0.003 0.138
C 1.014167 -2.145444 5.314408 0.173 -0.020 0.033
H 3.868598 4.521887 -3.728355 0.042 0.021 -0.060
O -2.274971 1.801210 0.520876 0.062 0.102 -0.263
H 3.106696 -1.684899 -6.975200 -0.069 0.029 -0.055
Br -3.094090 3.132517 -5.977566 0.139 -0.071 0.258
C 2.178042 3.528546 -2.849598 -0.099 0.064 -0.007
S 1.258078 0.364545 -2.594375 0.005 -0.175 0.100
C 3.569407 3.385935 -0.548267 -0.274 -0.121 0.051
H -4.380524 -0.601581 2.904893 0.021 -0.022 0.125
H -3.722296 -1.586710 -1.880627 -0.002 -0.007 -0.070
H -2.057592 4.243502 -3.394811 0.039 0.069 0.057
C 3.059873 -1.847828 3.909621 -0.088 0.292 -0.632
C -1.307987 2.837102 2.507309 -0.187 -0.162 -0.355
N 2.214425 -1.221853 -4.416991 -0.103 -0.119 0.135
C -1.807859 0.472509 -3.088706 -0.235 -0.229 -0.246
H -3.124092 3.406482 1.508815 -0.033 -0.160 0.016
N 0.517036 -0.437577 2.402879 0.897 0.257 1.391
H 0.646250 -2.847393 4.580023 -0.049 -0.083 -0.102
C 3.451423 4.075880 -2.840393 -0.002 -0.093 0.138
H 3.483016 -3.380968 -6.628782 -0.018 0.028 0.003
H 4.090506 3.252583 0.386060 0.030 0.042 0.093
O -1.556853 -1.028022 -0.602283 -1.845 -1.768 -0.745
O 0.427490 1.683510 0.110149 0.205 2.660 0.808
N 0.686177 -2.199102 -2.920696 -0.218 -0.358 0.181
S 1.702135 -1.050058 0.099014 -0.248 0.334 -0.199
H -1.686244 -0.600194 -2.964330 -0.030 0.136 -0.020
H -0.700266 3.540822 1.943510 0.072 0.056 -0.014
C 0.866012 -3.352305 -3.531525 0.288 0.135 -0.466
C 2.267915 2.913427 -0.676293 0.254 0.044 -0.056
C -1.754140 -0.682281 2.192764 0.449 -0.105 0.314
C -2.323100 0.990523 -4.261371 0.002 0.173 0.036
C -2.574151 2.487725 1.743338 0.087 0.116 0.517
H -1.583897 3.299733 3.452628 -0.004 0.022 0.057
C 1.625529 -0.647945 1.780911 -0.849 -0.480 0.121
H -1.172746 3.139948 -1.342604 -0.034 -0.111 -0.149
C 3.402138 -2.387121 -6.196892 0.096 0.046 -0.088
Br 1.192145 3.441096 -4.463614 0.115 0.235 -0.332
S 3.173028 -0.552563 2.591429 0.358 -0.235 0.471
C 0.787047 -1.043037 7.431906 -0.108 0.082 -0.012
C -5.322238 -1.034766 1.049969 0.007 -0.009 0.089
H -2.461842 -0.063020 4.112838 -0.066 0.050 -0.032
H -6.002941 -1.521553 -0.927218 -0.041 -0.032 -0.047
H -6.310883 -0.993947 1.475453 -0.149 -0.001 0.033
N -0.600684 -0.441011 1.635751 -0.503 -0.248 -0.222
H -2.360608 -1.811207 3.913586 -0.077 -0.035 -0.052
C 2.710449 -0.621610 6.055273 -0.117 -0.130 -0.014
C -1.870297 -0.868723 3.675863 0.300 0.000 -0.063
C 2.232791 -1.513916 5.101024 -0.080 -0.011 0.164
C 1.738789 -3.481755 -4.638238 0.102 0.234 0.041
H -0.614025 -4.846292 -3.793675 -0.038 -0.032 -0.030
C -4.226526 -0.813315 1.858022 0.240 -0.062 -0.112
H -3.211445 1.840356 2.358354 -0.046 0.111 -0.033
C 1.369299 -1.130058 -3.334164 0.194 0.398 -0.067
H 5.164488 4.377387 -1.594279 0.080 0.051 0.035
H 3.658055 -0.127927 5.896169 0.099 0.076 -0.014
C -2.921977 -0.834819 1.344903 -0.073 -0.164 -0.886
H 2.717495 -2.756316 3.412946 0.119 -0.026 0.146
H 2.380775 0.278948 7.963052 0.034 0.100 0.061
C -2.746704 -1.081161 -0.050615 -1.843 -0.358 0.916
C -2.414856 2.371903 -4.387921 0.000 -0.027 0.296
H -2.649735 0.345700 -5.060904 0.034 -0.124 -0.034
H 2.689218 -0.371129 -4.695775 0.000 -0.078 0.050
C -3.876849 -1.361973 -0.834924 0.435 0.022 -0.036
C 4.157456 3.993790 -1.650147 -0.152 -0.085 -0.003
H 1.853429 -4.434671 -5.123896 0.112 -0.100 -0.095
H -0.705960 1.953400 2.709419 0.068 0.008 0.070
H 4.384680 -2.081517 -5.840383 0.093 -0.004 0.033
C 1.571817 2.187040 0.446685 1.869 0.995 1.061
Ti -0.333771 0.185292 -0.313721 1.623 -1.202 -2.148
H -0.878832 -0.855624 4.121835 -0.146 0.048 0.028
H 0.803109 -5.373601 -2.898193 0.003 -0.072 0.014
O 2.069455 2.088996 1.547154 -0.320 0.283 -0.653
H 0.237101 -0.866385 8.345353 -0.032 -0.015 0.039
H -0.389819 -4.310943 -2.113795 -0.028 0.004 0.023
H -0.646328 -2.418908 6.638520 -0.070 -0.056 0.007
N 1.583834 2.994294 -1.812818 0.030 0.260 -0.050
H -3.102994 1.737391 0.027029 0.159 -0.141 -0.018
C -2.004032 3.168611 -3.328675 -0.182 -0.159 -0.203
H 4.108667 -1.953845 4.191972 -0.041 -0.133 -0.077
C 2.430730 -2.381113 -5.073625 -0.374 -0.553 0.131
C -1.511732 2.550540 -2.188265 -0.028 0.327 0.097
C 1.990902 -0.391864 7.213006 0.077 0.059 0.077
N -1.418725 1.228744 -2.060093 -0.085 0.127 0.079
C -5.146266 -1.330045 -0.298091 0.109 0.089 0.149
C 0.293346 -1.911436 6.473508 -0.056 -0.007 0.080
```
Positions in Å, forces in eV/Å.

Values from the calculation:
Highest occupied orbital energy   -10.253 eV
Charge   +1



Entry from OMol25: a cluster of 2 separate species, C5H16NOSi in total at a distorted geometry (ωB97M-V with the def2-TZVPD basis set).

Structure (XYZ):
```
24
Properties=species:S:1:pos:R:3:forces:R:3
H -4.410774 -0.930095 0.368408 -0.295 -0.489 -0.651
H -1.110375 1.663170 -1.529307 1.234 -0.104 1.191
H 2.210177 0.402084 1.739842 1.014 0.554 0.299
H 0.869343 -0.297733 -2.073105 0.047 -0.780 0.095
H 0.371509 -2.259179 1.208657 -0.160 0.625 0.572
H 0.050323 -1.799115 -1.519884 0.469 -0.380 -0.166
Si -3.308018 -1.026744 -0.619600 0.718 2.529 1.974
C 0.856514 -1.273067 1.308219 -1.828 0.633 -0.032
H 1.854341 -1.508814 -1.243197 1.158 -1.069 -0.335
H -3.402983 -1.258439 -2.036202 -0.452 0.074 -0.578
C -0.450091 2.330553 -0.913170 -3.874 2.857 -3.492
H 3.029896 1.564775 0.716777 -0.438 -0.725 0.526
H -0.548593 -0.272083 0.056148 0.074 -0.365 0.027
H 0.636809 -0.667190 2.221971 -0.813 -0.970 -0.419
O 0.463942 2.044977 -0.121657 0.413 2.109 0.305
N 2.198406 1.332526 1.300321 -0.932 -3.176 -4.416
H 1.855128 -1.499794 1.458382 2.501 -0.577 -0.341
H -2.281463 -1.866881 -0.086886 0.567 -0.978 0.281
C 0.544862 -0.420126 0.070874 -0.557 0.043 -0.069
C 0.916141 0.999856 0.365982 3.106 -2.034 1.901
H -2.629674 0.374210 -0.186976 -0.690 -1.202 -1.034
H 2.115475 2.048789 1.928237 -0.920 2.266 2.294
C 0.882596 -1.125908 -1.331530 -1.365 3.127 1.373
H -0.713481 3.444218 -1.082306 1.023 -1.970 0.694
```
Positions in Å, forces in eV/Å.

Values from the calculation:
Highest occupied orbital energy (spin up / spin down)   -11.613 / -11.589 eV
Charge   +1



Energy relative to the best compared isomer or geometry (same formula, charge and spin) in eV, matching the order above: 1.721, 3.346, 5.204, 1.044, 1.827, 7.038